No. 1
Formula: C9H25N6
Source: OMol25
Level of theory: the ωB97M-V functional and the def2-TZVPD basis

```
40
C9H25N6, DFT the ωB97M-V functional and the def2-TZVPD basis
C -0.646 0.975 -0.048
C -1.826 2.211 -1.845
C -1.174 -1.216 2.864
C 1.085 -1.599 3.764
C 2.852 0.340 2.839
C 2.576 0.276 0.463
C -2.377 -1.174 -4.142
C -0.126 -0.322 -3.914
C 0.710 -0.161 1.822
N -0.263 -0.132 0.499
N -0.457 2.066 0.830
N -1.430 1.029 -1.171
N 0.163 -0.838 2.789
N 1.930 0.217 1.728
N -1.277 -0.925 -3.261
H -1.025 2.845 -2.231
H -2.430 1.835 -2.738
H -2.320 2.958 -1.048
H -1.241 -2.290 2.916
H -1.602 -0.889 3.833
H -1.764 -0.892 1.955
H 1.983 -1.955 3.344
H 1.287 -0.926 4.633
H 0.449 -2.482 4.114
H 3.648 -0.441 2.667
H 3.236 1.302 2.741
H 2.288 0.274 3.774
H 1.871 0.653 -0.297
H 3.472 0.845 0.672
H 2.623 -0.662 -0.054
H -3.072 -1.684 -3.560
H -2.632 -0.220 -4.555
H -1.980 -1.837 -4.913
H 0.666 -0.291 -3.128
H 0.311 -0.888 -4.713
H -0.481 0.752 -4.235
H 0.150 1.944 1.672
H -0.582 3.024 0.565
H -1.603 0.125 -1.791
H -0.992 -1.847 -2.839
```

Energy = -18670.0568 eV
Energy relative to the best compared isomer or geometry (same formula, charge and spin) = 0.000 eV
HOMO-LUMO gap = 9.390 eV
Net charge = +1
Lowest unoccupied orbital energy = -2.3 eV



No. 2
Formula: C14H14ClN3O4
Source: OMol25
Level of theory: the ωB97M-V functional and the def2-TZVPD basis

```
36
C14H14ClN3O4, DFT the ωB97M-V functional and the def2-TZVPD basis
O 1.566 -2.407 2.313
C 1.689 -2.075 1.162
C 2.180 -3.059 0.085
O 1.668 -2.754 -1.209
C 0.338 -2.877 -1.348
O -0.384 -3.258 -0.466
C -0.122 -2.441 -2.719
C 0.099 -0.938 -2.932
C -0.779 -0.060 -2.093
C -1.068 1.247 -2.273
N -1.887 1.649 -1.238
C -2.114 0.601 -0.379
O -2.768 0.605 0.637
N -1.425 -0.456 -0.932
N 1.458 -0.837 0.653
C 0.842 0.262 1.264
C 0.209 0.180 2.499
C -0.435 1.292 3.008
C -0.460 2.488 2.312
C 0.182 2.556 1.089
Cl 0.154 4.029 0.181
C 0.838 1.462 0.557
H 1.877 -4.064 0.392
H 3.267 -3.010 -0.002
H 0.456 -2.989 -3.464
H -1.178 -2.691 -2.826
H -0.090 -0.700 -3.981
H 1.152 -0.709 -2.738
H -0.763 1.919 -3.047
H -2.231 2.581 -1.087
H -1.443 -1.381 -0.536
H 1.721 -0.686 -0.312
H 0.214 -0.751 3.040
H -0.940 1.222 3.958
H -0.978 3.347 2.705
H 1.322 1.536 -0.405
```

Energy = -39929.7699 eV
Energy relative to the best compared isomer or geometry (same formula, charge and spin) = 0.000 eV
SMILES = O=C(COC(=O)CCc1c[nH]c(=O)[nH]1)Nc1cccc(Cl)c1
HOMO-LUMO gap = 8.309 eV
Lowest unoccupied orbital energy = 0.4 eV



No. 3
Formula: C29H19ClN8O6PdS
Source: OMol25
Level of theory: the ωB97M-V functional and the def2-TZVPD basis

```
65
C29H19ClN8O6PdS, DFT the ωB97M-V functional and the def2-TZVPD basis
Pd -0.580 0.766 0.198
O -3.156 3.415 1.550
C -2.417 2.787 0.860
O -2.103 1.510 1.137
C -1.803 3.283 -0.405
C -2.100 4.524 -0.916
C -1.605 4.850 -2.175
C -0.862 3.910 -2.871
C -0.584 2.684 -2.286
N -1.050 2.394 -1.071
H -2.721 5.192 -0.334
H -1.812 5.818 -2.610
H -0.481 4.115 -3.861
H 0.016 1.936 -2.782
S 1.751 -1.193 6.939
N 2.127 0.092 6.051
C 1.428 0.000 4.932
C 1.431 0.969 3.853
C 2.160 2.166 3.859
C 2.049 3.023 2.786
C 1.212 2.688 1.723
N 0.523 1.558 1.728
C 0.632 0.686 2.755
C -0.127 -0.536 2.661
N -0.826 -0.740 1.521
C -1.710 -1.727 1.424
C -1.868 -2.635 2.466
C -1.105 -2.508 3.607
C -0.217 -1.433 3.719
C 0.610 -1.156 4.877
N 0.704 -1.915 5.957
H 2.798 2.395 4.703
H 2.594 3.954 2.746
H 1.090 3.342 0.871
H -2.271 -1.818 0.510
H -2.587 -3.434 2.355
H -1.196 -3.208 4.428
O 1.394 0.378 -2.617
Cl 2.026 0.708 -1.382
O 1.267 -0.085 -0.295
O 3.372 0.322 -1.312
O 1.839 2.092 -1.057
C -3.324 -0.474 -2.785
C -2.773 0.146 -1.693
N -1.589 -0.279 -1.220
C -0.917 -1.287 -1.791
C -1.392 -1.929 -2.919
C -2.619 -1.499 -3.410
C -0.650 -2.987 -3.639
C 0.569 -3.463 -3.490
C 1.620 -3.192 -2.480
C 2.954 -3.322 -2.834
C 3.900 -3.070 -1.856
N 3.563 -2.749 -0.609
C 2.266 -2.672 -0.365
N 1.276 -2.861 -1.232
H -4.289 -0.151 -3.146
H -3.269 0.946 -1.164
H -0.002 -1.623 -1.320
H -3.028 -1.971 -4.295
H -1.197 -3.386 -4.487
H 0.872 -4.180 -4.245
H 3.246 -3.603 -3.836
H 4.959 -3.134 -2.075
H 1.980 -2.427 0.653
```

Energy = -81402.1079 eV
HOMO-LUMO gap = 6.104 eV
Net charge = +2
Lowest unoccupied orbital energy = -8.2 eV



No. 4
Formula: C8H4BrF2NS
Source: OMol25
Level of theory: the ωB97M-V functional and the def2-TZVPD basis

```
17
C8H4BrF2NS, DFT the ωB97M-V functional and the def2-TZVPD basis
C 0.790 1.474 -0.523
C 0.895 1.359 0.846
C 0.502 0.361 -1.275
C 0.891 0.111 1.488
C 0.556 -0.856 -0.637
C 0.711 -1.031 0.737
C 0.475 -3.069 -0.582
C -2.068 0.235 -0.390
N 0.505 -2.085 -1.271
F -2.529 -1.013 -0.225
F -2.672 0.782 -1.428
S 0.565 -2.643 1.159
Br -2.056 1.214 1.194
H 0.787 2.449 -0.867
H 0.821 2.227 1.612
H 0.555 0.506 -2.351
H 1.273 -0.023 2.512
```

Energy = -96158.5126 eV
Energy relative to the best compared isomer or geometry (same formula, charge and spin) = 1.489 eV
HOMO-LUMO gap (alpha / beta) = 8.664 / 6.591 eV
Lowest unoccupied orbital energy (alpha / beta) = -0.5 / -1.6 eV



No. 5
Formula: C18H60O12
Source: OMol25
Level of theory: the ωB97M-V functional and the def2-TZVPD basis

```
90
C18H60O12, DFT the ωB97M-V functional and the def2-TZVPD basis
C 0.978 3.805 -2.289
C 2.165 4.722 -1.918
C 2.039 6.090 -2.690
O 2.305 5.112 -0.581
H -0.033 4.184 -2.144
H 1.028 2.805 -1.858
H 0.982 3.611 -3.362
H 3.101 4.314 -2.301
H 1.176 6.640 -2.315
H 1.950 5.866 -3.753
H 2.929 6.707 -2.563
H 2.460 4.344 -0.025
C 1.264 -5.283 -2.458
C 1.119 -4.615 -3.890
C 1.961 -3.352 -4.182
O 1.343 -5.464 -5.001
H 2.241 -5.761 -2.529
H 0.425 -5.966 -2.323
H 1.162 -4.541 -1.666
H 0.079 -4.289 -3.933
H 2.895 -3.768 -4.559
H 2.041 -2.769 -3.264
H 1.532 -2.545 -4.776
H 2.294 -5.598 -5.024
C -2.106 -0.131 4.084
C -2.758 -1.158 4.992
O -4.069 -0.666 5.004
H -2.620 0.062 3.142
H -1.031 -0.267 3.967
H -2.238 0.884 4.457
H -2.328 -1.190 5.993
H -2.676 -2.177 4.614
H -4.621 -1.287 5.484
C -1.410 3.465 2.517
C -0.380 4.127 1.527
O -0.741 5.486 1.491
H -1.179 3.888 3.495
H -1.362 2.386 2.669
H -2.458 3.755 2.445
H -0.453 3.672 0.539
H 0.628 3.925 1.890
H 0.056 6.004 1.355
C -3.843 -4.375 2.457
C -3.915 -3.447 1.178
O -2.601 -3.178 0.619
H -4.736 -4.167 3.046
H -2.977 -4.036 3.026
H -3.683 -5.435 2.262
H -4.419 -2.510 1.413
H -4.548 -3.852 0.388
H -2.753 -2.346 0.166
C 0.046 -0.702 1.233
C 0.080 -0.113 -0.164
O 0.356 -1.085 -1.179
H -0.512 -0.007 1.860
H 1.004 -0.760 1.748
H -0.406 -1.694 1.227
H 0.818 0.688 -0.125
H -0.862 0.388 -0.389
H 1.145 -1.514 -0.840
C 2.913 1.403 -4.568
C 2.444 0.643 -3.341
O 1.119 0.210 -3.541
H 2.844 2.489 -4.643
H 2.559 1.092 -5.551
H 3.995 1.279 -4.587
H 2.620 1.222 -2.434
H 2.985 -0.301 -3.279
H 0.920 -0.326 -2.769
C 1.567 1.091 5.249
C 1.663 1.651 3.855
O 2.682 1.027 3.004
H 1.436 1.923 5.941
H 2.482 0.553 5.501
H 0.844 0.282 5.357
H 1.936 2.704 3.918
H 0.679 1.558 3.396
H 2.703 0.104 3.265
O -2.778 1.166 -1.706
H -1.841 1.091 -1.889
H -3.026 2.017 -2.066
O 2.690 -2.270 -0.662
H 3.632 -2.140 -0.769
H 2.616 -3.035 -0.091
O -3.739 -1.081 -0.474
H -4.488 -1.134 0.120
H -3.616 -0.144 -0.623
O -1.294 -3.543 -1.915
H -1.652 -3.673 -1.037
H -0.776 -2.741 -1.846
```

Energy = -44206.0048 eV
Energy relative to the best compared isomer or geometry (same formula, charge and spin) = 3.476 eV
SMILES = CC(C)O.CC(C)O.CCO.CCO.CCO.CCO.CCO.CCO.O.O.O.O
HOMO-LUMO gap = 9.688 eV
Lowest unoccupied orbital energy = 0.0 eV



No. 6
Formula: C28H23F3N
Source: OMol25
Level of theory: the ωB97M-V functional and the def2-TZVPD basis

```
55
C28H23F3N, DFT the ωB97M-V functional and the def2-TZVPD basis
C 4.815 1.744 1.916
C 3.914 2.790 2.146
C 2.655 2.775 1.527
C 2.312 1.712 0.668
C 0.950 1.659 0.040
N 1.018 1.760 -1.412
C 0.086 2.418 -1.973
C 0.242 3.151 -3.236
C -0.877 3.465 -4.043
C -0.697 4.185 -5.222
C 0.577 4.637 -5.589
C 1.681 4.398 -4.759
C 1.526 3.630 -3.600
C 3.238 0.696 0.398
C 4.483 0.698 1.048
H 5.774 1.736 2.425
H 4.191 3.632 2.792
H 1.925 3.583 1.692
H 0.481 0.698 0.261
H 0.354 2.480 0.463
H -0.928 2.456 -1.518
H -1.874 3.136 -3.722
H -1.557 4.391 -5.866
H 0.702 5.183 -6.518
H 2.664 4.799 -5.023
H 2.380 3.415 -2.944
H 2.971 -0.086 -0.328
H 5.191 -0.111 0.849
F -6.840 -2.799 2.343
C -6.083 -1.839 2.958
F -6.665 -0.633 2.674
F -6.190 -2.039 4.311
C -4.652 -1.876 2.537
C -3.986 -0.666 2.364
C -2.694 -0.682 1.897
C -2.021 -1.912 1.642
C -0.759 -1.861 1.001
C 0.055 -2.969 0.683
C 1.460 -2.726 0.610
C 2.332 -3.756 0.310
C 1.845 -5.068 0.179
C 0.466 -5.326 0.237
C -0.440 -4.279 0.382
C -2.677 -3.116 2.049
C -4.014 -3.101 2.386
H -4.488 0.267 2.582
H -2.171 0.250 1.676
H -0.340 -0.888 0.823
H 1.830 -1.710 0.795
H 3.395 -3.532 0.181
H 2.545 -5.873 -0.053
H 0.106 -6.353 0.129
H -1.503 -4.455 0.208
H -2.142 -4.062 2.072
H -4.567 -4.024 2.552
```

Energy = -39043.7265 eV
Energy relative to the best compared isomer or geometry (same formula, charge and spin) = 0.000 eV
HOMO-LUMO gap = 4.660 eV
Net charge = +1
Lowest unoccupied orbital energy = -6.2 eV



No. 7
Formula: C3H9N
Source: OMol25
Level of theory: the ωB97M-V functional and the def2-TZVPD basis

```
13
C3H9N, DFT the ωB97M-V functional and the def2-TZVPD basis
C -0.123 1.043 -0.023
N 0.531 1.489 1.058
C -0.236 1.402 2.339
H 0.317 0.881 -1.119
H -1.106 0.851 0.184
H 0.500 1.020 3.032
H -0.947 0.588 2.280
H -0.760 2.385 2.608
C 0.325 -1.903 -2.080
H 0.701 -1.171 -2.780
H 0.351 -3.015 -2.483
H -0.544 -1.465 -1.721
H 0.991 -2.105 -1.296
```

Energy = -4744.7101 eV
Energy relative to the best compared isomer or geometry (same formula, charge and spin) = 2.399 eV
SMILES = C=NC.C
HOMO-LUMO gap = 10.781 eV
Lowest unoccupied orbital energy = 1.0 eV



No. 8
Formula: C5H10N3
Source: OMol25
Level of theory: the ωB97M-V functional and the def2-TZVPD basis

```
18
C5H10N3, DFT the ωB97M-V functional and the def2-TZVPD basis
C -0.595 1.619 0.744
N 0.531 1.262 0.723
C 1.704 0.366 0.763
N 1.658 -0.947 0.305
C 0.728 -1.660 -0.292
N -0.559 -1.389 -0.538
C -1.130 -0.140 -1.005
C -1.736 0.786 0.051
H -0.818 2.666 0.802
H 1.717 0.375 1.844
H 2.507 1.096 0.280
H 2.528 -1.294 0.497
H 0.947 -2.677 -0.434
H -0.974 -2.074 -1.102
H -1.886 -0.152 -1.732
H -0.110 0.330 -1.262
H -2.240 1.443 -0.610
H -2.273 0.389 0.967
```

Energy = -9807.2738 eV
Energy relative to the best compared isomer or geometry (same formula, charge and spin) = 4.475 eV
SMILES = C1=N\CN/C=[NH+]\CC/1
HOMO-LUMO gap = 8.474 eV
Net charge = +1
Lowest unoccupied orbital energy = -3.9 eV